Entry 1:
Computed, not measured: a cluster of 2 separate species, C5H13N3O2 in total, with the ωB97M-V functional and the def2-TZVPD basis.

Positions of all 23 atoms, in Å:
C (1.6353, 1.6657, 0.6127)
C (0.7148, 1.0133, -0.0549)
C (-0.3929, -0.5882, 0.8380)
C (-2.3963, -1.3054, 2.0034)
C (0.9315, 0.2178, -2.3426)
N (0.0251, -1.8350, 0.6288)
N (-1.4690, -0.2705, 1.5979)
N (0.3137, 1.1607, -1.3856)
O (2.1972, 2.7025, -0.0676)
O (0.3273, -1.0005, -2.0260)
H (1.8376, 1.4642, 1.6507)
H (-2.0187, -2.0549, 2.7850)
H (-2.6819, -1.9350, 1.0447)
H (-3.2098, -0.6974, 2.6099)
H (0.6300, 0.5286, -3.3302)
H (2.0043, 0.2339, -2.2170)
H (0.9294, -2.0713, 0.2421)
H (-0.2751, -2.6836, 1.1750)
H (-1.7287, 0.7221, 1.6271)
H (-0.6916, 0.9847, -1.4879)
H (0.4149, 2.0779, -1.6791)
H (2.7116, 3.2531, 0.5569)
H (0.1915, -1.5826, -2.7812)

Computed properties:
Kohn-Sham gap in Eh: 0.3711
E_HOMO in eV: -18.119
Charge: +2
E_LUMO in eV: -8.0219
Relative energy (zero: lowest compared OMol25 entry of this formula, charge and spin) in kJ/mol: 173.3

=====

Entry 2:
Computed, not measured: the molecule C5H13N3O2Si, with the ωB97M-V functional and the def2-TZVPD basis.

Positions of all 24 atoms, in Å:
C (2.0648, -1.2098, 0.1014)
Si (1.0183, 0.0886, 0.9463)
C (0.9288, 0.2530, 2.7866)
C (1.0777, 1.6621, 0.1062)
C (-0.7573, -0.7130, 0.5739)
N (-1.2098, -0.6154, -0.9975)
N (-1.3122, -1.5823, -1.8710)
O (-0.6957, -2.6606, -1.7734)
C (-1.8788, 0.5825, -1.3271)
N (-2.5826, 0.5718, -2.5220)
O (-1.9136, 1.5181, -0.5963)
H (1.6550, -1.2408, -0.9354)
H (3.0927, -0.8242, 0.1105)
H (1.9736, -2.1512, 0.5938)
H (0.5174, 1.2120, 2.9174)
H (0.2107, -0.3469, 3.2834)
H (1.8620, 0.0682, 3.1939)
H (0.1272, 2.1381, -0.1229)
H (1.8071, 2.3626, 0.5935)
H (1.6812, 1.4938, -0.8605)
H (-1.6092, -0.1824, 1.0652)
H (-0.8036, -1.7307, 0.7547)
H (-2.4306, -0.2222, -3.0768)
H (-2.8231, 1.5286, -2.9438)

Computed properties:
Kohn-Sham gap in Eh: 0.3581
E_HOMO in eV: -9.324
E_LUMO in eV: 0.4201
Relative energy (zero: lowest compared OMol25 entry of this formula, charge and spin) in kJ/mol: 51.9

=====

Entry 3:
Computed, not measured: a cluster of 2 separate species, C5H13N4 in total, with the ωB97M-V functional and the def2-TZVPD basis.

Positions of all 22 atoms, in Å:
C (-1.6741, -1.5043, 0.7867)
C (0.3244, -0.5840, 1.7304)
C (-2.1513, -1.1198, -1.6518)
C (2.1647, -0.3446, 0.0638)
C (0.7290, 2.8451, -0.2246)
N (-0.9333, -1.2838, 1.7959)
N (-1.2789, -1.0243, -0.4513)
N (0.7862, -0.4169, 0.3368)
N (0.0000, -0.6700, -0.6761)
H (-2.6237, -2.1166, 0.8395)
H (0.3002, 0.4578, 2.0356)
H (1.1168, -1.1363, 2.3808)
H (-3.0386, -0.4315, -1.6549)
H (-1.4862, -0.8250, -2.3773)
H (-2.5873, -2.1621, -1.8967)
H (2.5750, 0.4002, 0.7192)
H (2.6505, -1.3903, 0.2064)
H (2.2261, -0.0479, -0.9107)
H (0.2624, 3.6586, -0.7362)
H (0.8452, 2.1764, -1.0656)
H (0.1293, 2.3099, 0.5322)
H (1.6634, 3.2094, 0.2182)

Computed properties:
Kohn-Sham gap (alpha / beta) in Eh: 0.3216 / 0.3215
E_HOMO (alpha / beta) in eV: -14.131 / -14.130
Charge: +1
E_LUMO (alpha / beta) in eV: -5.3804 / -5.3807
Relative energy (zero: lowest compared OMol25 entry of this formula, charge and spin) in kJ/mol: 356.4

=====

Entry 4:
Computed, not measured: a cluster of 2 separate species, C5H13NO in total, with the ωB97M-V functional and the def2-TZVPD basis.

Positions of all 20 atoms, in Å:
C (-0.6262, 1.5738, 1.1764)
N (0.1488, 0.3601, 1.0355)
C (1.1279, 0.3142, -0.0734)
C (1.1032, -1.1439, -0.5410)
C (0.2977, -1.8920, 0.5267)
C (-0.7184, -0.8387, 0.9454)
H (-0.0540, 2.4452, 0.8513)
H (-0.9068, 1.7108, 2.2266)
H (-1.5130, 1.6192, 0.5269)
H (0.8254, 1.0647, -0.8081)
H (2.1306, 0.5177, 0.3158)
H (2.1041, -1.5638, -0.6422)
H (0.5825, -1.2234, -1.4927)
H (0.8544, -2.1799, 1.4158)
H (-0.1535, -2.7865, 0.1008)
H (-1.4777, -0.7133, 0.1779)
H (-1.0558, -0.9207, 1.9772)
H (-0.5308, 0.8455, -2.0132)
H (-0.9738, 1.8767, -2.9518)
O (-1.1645, 0.9344, -2.7538)

Computed properties:
Kohn-Sham gap (alpha / beta) in Eh: 0.1016 / 0.3197
Expectation value of S²: 0.751
E_HOMO (alpha / beta) in eV: 1.170 / -4.922
Charge: -1
E_LUMO (alpha / beta) in eV: 3.9348 / 3.7771
Multiplicity: 2
Relative energy (zero: lowest compared OMol25 entry of this formula, charge and spin) in kJ/mol: 113.3

=====

Entry 5:
Computed, not measured: a cluster of 2 separate species, C5H13NO in total, with the ωB97M-V functional and the def2-TZVPD basis.

Positions of all 20 atoms, in Å:
C (2.6009, -1.6507, -1.1275)
C (1.9151, -0.8399, -0.0765)
C (0.7714, -0.2173, -0.3022)
C (0.0177, 0.5597, 0.7783)
N (-1.2616, 1.0348, 0.2455)
C (-1.2386, 2.4612, -0.0534)
H (3.2766, -1.0514, -1.7528)
H (1.8977, -2.1093, -1.8179)
H (3.2540, -2.3878, -0.6616)
H (2.3593, -0.8705, 0.9099)
H (0.2311, -0.3047, -1.2270)
H (0.6164, 1.4278, 1.0535)
H (-0.1007, -0.0581, 1.6650)
H (-2.0519, 0.8433, 0.8360)
H (-2.1926, 2.7674, -0.4841)
H (-0.5002, 2.6970, -0.8190)
H (-0.9843, 3.0646, 0.8211)
O (-2.7070, -1.8424, 1.0084)
H (-2.6637, -2.4318, 0.2505)
H (-3.2398, -1.0920, 0.7539)

Computed properties:
Kohn-Sham gap in Eh: 0.3567
E_HOMO in eV: -8.783
E_LUMO in eV: 0.9232
Relative energy (zero: lowest compared OMol25 entry of this formula, charge and spin) in kJ/mol: 172.7

=====

Entry 6:
Computed, not measured: a cluster of 2 separate species, C5H13NO in total, with the ωB97M-V functional and the def2-TZVPD basis.

Positions of all 20 atoms, in Å:
C (1.8223, 3.0795, -0.0957)
C (0.9871, 2.0502, -0.0078)
C (1.3633, 0.5949, 0.1939)
C (0.3619, -0.1511, 1.0921)
C (-1.0305, -0.5050, 0.3798)
N (-0.7559, -1.3965, -0.7433)
H (1.4054, 4.0953, -0.0110)
H (2.8973, 3.0656, 0.0181)
H (-0.0917, 2.2519, 0.0656)
H (2.3201, 0.6005, 0.7491)
H (1.4669, 0.0584, -0.7450)
H (0.8283, -1.0178, 1.5797)
H (0.0015, 0.3833, 1.9590)
H (-1.5565, -0.9282, 1.2453)
H (-1.5576, 0.3987, 0.0863)
H (0.1445, -1.8201, -0.8981)
H (-0.8769, -0.7037, -1.4762)
O (-2.8343, -3.1481, -1.4279)
H (-2.0514, -2.8628, -0.8962)
H (-2.8436, -4.0449, -1.0676)

Computed properties:
Kohn-Sham gap in Eh: 0.3841
E_HOMO in eV: -9.473
E_LUMO in eV: 0.9787
Relative energy (zero: lowest compared OMol25 entry of this formula, charge and spin) in kJ/mol: 204.4

=====

Entry 7:
Computed, not measured: a cluster of 2 separate species, C5H13NO in total, with the ωB97M-V functional and the def2-TZVPD basis.

Positions of all 20 atoms, in Å:
C (-1.1548, -1.6070, -0.5106)
C (-2.1288, -0.6223, -1.0046)
N (-2.1171, -0.3028, -2.3827)
O (-2.8904, 0.1661, -0.3525)
H (-0.2052, -1.1391, -0.0640)
H (-0.8526, -2.3352, -1.1673)
H (-1.4910, -2.0002, 0.5248)
H (-2.6108, 0.5162, -2.6503)
H (-1.5069, -0.7727, -2.9481)
C (2.1089, 0.8107, -0.0200)
C (1.4846, 0.1172, 1.1932)
C (0.4756, 1.0328, 1.7339)
H (1.4085, 1.3139, -0.6069)
H (2.6789, -0.0108, -0.6232)
H (2.8508, 1.5266, 0.2505)
H (0.9857, -0.8249, 0.8515)
H (2.4479, 0.0010, 1.7198)
H (0.8198, 2.1952, 1.8495)
H (-0.4836, 1.1390, 1.3240)
H (0.1805, 0.7963, 2.8829)

Computed properties:
Kohn-Sham gap in Eh: 0.3909
E_HOMO in eV: -9.810
E_LUMO in eV: 0.8277
Relative energy (zero: lowest compared OMol25 entry of this formula, charge and spin) in kJ/mol: 197.2

=====

Entry 8:
Computed, not measured: a cluster of 2 separate species, C5H13NO in total, with the ωB97M-V functional and the def2-TZVPD basis.

Positions of all 20 atoms, in Å:
C (1.4428, -1.2201, 0.3626)
C (0.3389, -0.5852, -0.0505)
C (0.4226, 0.8799, -0.4337)
C (1.3283, 1.0809, -1.6586)
N (-0.8969, -1.2131, -0.0295)
C (-2.1582, -0.5257, -0.2141)
H (1.4715, -2.2185, 0.7476)
H (2.3864, -0.6866, 0.3415)
H (-0.5911, 1.2000, -0.6499)
H (0.8238, 1.4943, 0.3727)
H (2.3683, 0.8868, -1.3982)
H (0.9603, 0.4890, -2.4788)
H (1.3347, 2.1352, -1.8992)
H (-0.9309, -2.1765, 0.2525)
H (-2.4729, 0.1861, 0.5512)
H (-2.9051, -1.3200, -0.2580)
H (-2.2214, -0.0419, -1.1848)
O (-0.3413, 0.7801, 2.8490)
H (-0.1582, -0.1699, 2.8587)
H (-0.2014, 1.0253, 1.9197)

Computed properties:
Kohn-Sham gap in Eh: 0.3202
E_HOMO in eV: -7.844
E_LUMO in eV: 0.8688
Relative energy (zero: lowest compared OMol25 entry of this formula, charge and spin) in kJ/mol: 141.8

=====

Entry 9:
Computed, not measured: a cluster of 2 separate species, C5H13NO in total, with the ωB97M-V functional and the def2-TZVPD basis.

Positions of all 20 atoms, in Å:
C (-2.3346, -0.3389, -0.4320)
C (-0.9392, 0.2162, -0.2008)
C (-0.1700, -0.3605, 0.9558)
C (-0.4003, 1.1427, -1.0256)
C (1.0059, 1.6773, -0.9220)
N (-1.1899, 1.8865, -1.9998)
H (-2.2648, -1.3082, -0.9225)
H (-2.9947, 0.4249, -0.8204)
H (-2.7800, -0.5587, 0.5482)
H (0.8332, 0.0395, 1.0474)
H (-0.2228, -1.4499, 0.9752)
H (-0.7206, -0.0438, 1.8522)
H (0.8554, 2.7129, -0.6115)
H (1.7716, 1.2124, -0.3106)
H (1.4729, 1.6416, -1.9141)
H (-1.3982, 1.2034, -2.7221)
H (-2.0608, 2.1985, -1.6116)
O (3.9368, -3.3653, 3.0842)
H (3.3968, -4.0501, 2.7399)
H (4.2034, -2.8807, 2.2901)

Computed properties:
Kohn-Sham gap in Eh: 0.3410
E_HOMO in eV: -8.569
E_LUMO in eV: 0.7105
Relative energy (zero: lowest compared OMol25 entry of this formula, charge and spin) in kJ/mol: 142.7

=====

Entry 10:
Computed, not measured: a cluster of 2 separate species, C5H13NO in total, with the ωB97M-V functional and the def2-TZVPD basis.

Positions of all 20 atoms, in Å:
C (-1.0293, 0.1471, -2.1495)
C (-0.2865, 0.6257, -0.9324)
C (-0.0383, 2.1208, -0.8621)
N (0.4719, 2.7278, -1.9712)
O (-0.1906, 2.7245, 0.1867)
H (-0.5420, 0.5019, -3.0596)
H (-2.0577, 0.5608, -2.2516)
H (-1.1548, -0.9303, -2.0836)
H (-0.7751, 0.0769, -0.0816)
H (0.6896, 0.1580, -0.7636)
H (0.5671, 3.7241, -2.0476)
H (0.2811, 2.2059, -2.8112)
C (-0.0262, -2.0471, 1.8376)
C (1.0478, -1.6022, 2.9345)
H (0.4399, -2.3051, 0.8619)
H (-0.4844, -2.8870, 2.3243)
H (-0.7457, -1.2947, 1.5810)
H (0.5442, -1.4237, 3.8497)
H (1.4934, -0.6977, 2.5239)
H (1.7956, -2.3855, 2.9145)

Computed properties:
Kohn-Sham gap in Eh: 0.3818
E_HOMO in eV: -9.561
E_LUMO in eV: 0.8279
Relative energy (zero: lowest compared OMol25 entry of this formula, charge and spin) in kJ/mol: 77.9

=====

Entry 11:
Computed, not measured: a cluster of 2 separate species, C5H13NO in total, with the ωB97M-V functional and the def2-TZVPD basis.

Positions of all 20 atoms, in Å:
C (-0.2067, -2.1728, -1.0866)
C (0.7288, -1.9426, 0.0700)
N (1.8603, -1.2073, -0.2409)
O (0.7167, -2.5118, 1.1395)
H (-1.2353, -2.0010, -0.7556)
H (-0.2743, -3.2698, -1.0863)
H (0.1753, -1.8419, -2.0403)
H (2.6595, -1.2862, 0.3645)
H (2.0367, -0.7355, -1.1116)
C (-1.3209, 2.4518, -0.1739)
C (-0.3238, 1.2953, -0.0259)
C (-0.0454, 0.8181, 1.3867)
H (-1.8657, 2.6223, 0.7531)
H (-1.9335, 2.3995, -1.0747)
H (-0.7791, 3.3843, -0.3799)
H (-0.6355, 0.4336, -0.6256)
H (0.6100, 1.5337, -0.5497)
H (0.1512, -0.2540, 1.4677)
H (0.6242, 1.4720, 1.9411)
H (-0.9424, 0.8124, 2.0284)

Computed properties:
Kohn-Sham gap in Eh: 0.3975
E_HOMO in eV: -9.983
E_LUMO in eV: 0.8331
Relative energy (zero: lowest compared OMol25 entry of this formula, charge and spin) in kJ/mol: 77.6

=====

Entry 12:
Computed, not measured: a cluster of 2 separate species, C5H13NO in total, with the ωB97M-V functional and the def2-TZVPD basis.

Positions of all 20 atoms, in Å:
C (0.7730, -1.9316, 0.8731)
C (-0.3241, -1.2491, 0.0490)
C (-1.6520, -1.3187, 0.8305)
N (-2.6826, -1.9928, 0.2000)
O (-1.7949, -0.7811, 1.9036)
H (0.6564, -1.7577, 1.9419)
H (1.7444, -1.6872, 0.4752)
H (0.6765, -3.0187, 0.8469)
H (-0.1935, -0.1742, -0.0091)
H (-0.4253, -1.7794, -0.8860)
H (-3.4546, -2.1805, 0.8321)
H (-2.3872, -2.7424, -0.4074)
C (1.1357, 2.0940, -1.4506)
C (1.1102, 3.0236, -0.2465)
H (0.1533, 1.6999, -1.6695)
H (1.6087, 2.5932, -2.2944)
H (1.7368, 1.2160, -1.1863)
H (2.1100, 3.3910, -0.0091)
H (0.6579, 2.6483, 0.6680)
H (0.5513, 3.9473, -0.4614)

Computed properties:
Kohn-Sham gap in Eh: 0.3916
E_HOMO in eV: -9.790
E_LUMO in eV: 0.8661
Relative energy (zero: lowest compared OMol25 entry of this formula, charge and spin) in kJ/mol: 25.9

=====

Question: Among the records above, which one has the lowest relative energy (zero: lowest compared OMol25 entry of this formula, charge and spin)?
Answer: number 12

=====

Repeat the seventh record exactly.
Computed, not measured: a cluster of 2 separate species, C5H13NO in total, with the ωB97M-V functional and the def2-TZVPD basis.

Positions of all 20 atoms, in Å:
C (-1.1548, -1.6070, -0.5106)
C (-2.1288, -0.6223, -1.0046)
N (-2.1171, -0.3028, -2.3827)
O (-2.8904, 0.1661, -0.3525)
H (-0.2052, -1.1391, -0.0640)
H (-0.8526, -2.3352, -1.1673)
H (-1.4910, -2.0002, 0.5248)
H (-2.6108, 0.5162, -2.6503)
H (-1.5069, -0.7727, -2.9481)
C (2.1089, 0.8107, -0.0200)
C (1.4846, 0.1172, 1.1932)
C (0.4756, 1.0328, 1.7339)
H (1.4085, 1.3139, -0.6069)
H (2.6789, -0.0108, -0.6232)
H (2.8508, 1.5266, 0.2505)
H (0.9857, -0.8249, 0.8515)
H (2.4479, 0.0010, 1.7198)
H (0.8198, 2.1952, 1.8495)
H (-0.4836, 1.1390, 1.3240)
H (0.1805, 0.7963, 2.8829)

Computed properties:
Kohn-Sham gap in Eh: 0.3909
E_HOMO in eV: -9.810
E_LUMO in eV: 0.8277
Relative energy (zero: lowest compared OMol25 entry of this formula, charge and spin) in kJ/mol: 197.2

=====

Question: Which value of relative energy (zero: lowest compared OMol25 entry of this formula, charge and spin) does entry 4 give?
Answer: 113.3 kJ/mol